1.
Entry from OMol25: 2 unconnected molecules or ions with the total composition C8H12N2O3 in a non-equilibrium geometry (the ωB97M-V functional and the def2-TZVPD basis).

Geometry as XYZ:
```
25
Properties=species:S:1:pos:R:3:forces:R:3:mulliken_charge:R:1
C 0.113 1.089 3.331 0.83 2.10 0.03 -1.31
H -1.576 0.218 0.874 -2.00 -0.27 -0.07 0.45
H 0.845 1.408 -1.539 -0.54 -0.58 0.78 0.37
N -2.331 1.499 -1.866 0.74 -0.28 0.03 -0.58
C -0.744 -1.579 -0.689 -0.20 0.76 0.07 -1.66
H -0.800 -2.304 0.171 -0.28 0.57 -1.17 0.46
H 1.466 -1.992 0.572 0.05 2.34 -0.16 0.31
H 1.047 1.734 3.544 -1.36 -1.55 0.17 0.31
H -0.386 -2.034 -1.599 0.68 -0.36 0.00 0.35
H -0.055 0.147 3.799 0.81 -0.90 0.19 0.37
H -1.702 -1.170 -1.025 -0.32 -0.39 0.67 0.44
O 0.381 0.808 -4.573 0.04 1.58 -1.85 -0.43
H 1.988 -0.095 0.539 1.16 -0.62 0.73 0.48
H 2.116 -1.226 -0.910 -1.38 0.96 1.64 0.29
C 1.509 -0.942 0.065 1.31 -1.18 -1.73 -1.53
O 0.519 -1.238 -3.810 -0.07 0.97 -0.36 -0.43
C -0.610 -0.055 1.163 2.85 1.07 -1.34 -1.01
H -0.719 1.659 3.717 -0.34 0.63 0.28 0.35
C -1.248 1.185 -1.569 -1.24 0.59 0.15 0.25
C -0.079 1.179 1.847 0.61 -0.30 1.08 0.66
C 0.138 -0.366 -0.191 -1.99 -1.69 -0.40 1.95
N 0.377 -0.039 -3.794 0.07 -2.60 2.21 0.82
O 0.182 2.238 1.325 -0.18 -0.33 -0.86 -0.55
H -0.437 -0.956 1.710 -0.69 -0.26 0.88 0.51
C 0.005 0.833 -1.091 1.43 -0.26 -0.97 -0.88
```
Positions in Å, forces in eV/Å.

Properties
M = 184.2 g mol⁻¹
Energy relative to the best compared isomer or geometry (same formula, charge and spin) = 6.249 eV
DFT total energy = -647.039731 Ha
E_HOMO (alpha / beta) = -8.63 / -9.93 eV



2.
Entry from OMol25: a molecular structure, C18H26Br2FN2O5PS in a non-equilibrium geometry (the ωB97M-V functional and the def2-TZVPD basis).

Geometry as XYZ:
```
56
Properties=species:S:1:pos:R:3:forces:R:3:mulliken_charge:R:1
H -4.333 0.253 -0.346 -0.35 -2.54 0.49 0.05
C -0.436 -2.088 -0.663 1.38 1.15 0.41 0.03
H 2.399 0.938 1.262 1.00 -0.23 -3.58 -0.80
H 4.381 -2.271 -2.970 -0.77 1.80 1.83 0.34
H -2.535 -0.627 -1.554 -1.33 -2.02 0.96 0.30
H 4.077 2.165 5.527 0.15 -0.04 -0.27 0.37
H 4.912 -1.521 -1.244 -1.65 0.58 -2.25 0.24
H -2.133 -2.175 0.986 0.34 -0.24 -2.52 0.39
C 4.716 1.190 3.675 0.10 -0.27 0.08 -0.67
C 0.401 -0.776 -0.052 0.42 -3.83 -2.62 0.17
H -6.281 1.854 -1.567 -0.94 0.00 2.45 0.29
C 4.148 -1.429 -2.156 -0.79 -0.55 0.59 -0.60
H -1.939 0.458 0.541 1.08 -0.71 0.59 0.03
N -0.485 -4.404 -2.334 5.36 4.15 0.44 -0.54
Br 2.862 0.812 3.203 0.30 0.05 1.81 -0.10
C -4.291 -0.907 -0.091 0.50 0.34 0.18 -0.12
H 1.675 4.211 -0.626 1.42 -1.47 1.74 0.28
O -6.790 -0.810 -0.819 0.71 2.04 2.51 -0.37
C 1.992 -0.485 -0.477 -0.67 -4.40 -2.58 0.04
H -7.408 2.702 -0.208 1.56 -1.96 -0.34 0.31
O 3.346 0.045 -3.679 -3.95 1.31 -3.71 -0.39
C 2.511 2.096 -0.783 0.59 0.08 0.03 -0.41
H -5.589 -2.663 -0.781 -0.82 2.06 1.06 0.34
H -3.548 -2.182 -1.943 0.78 1.15 1.85 0.43
C -7.097 0.355 0.062 -2.79 0.20 4.72 0.65
H 3.431 4.070 0.105 -2.21 -1.36 -0.24 0.26
H -3.940 -0.953 1.048 -0.68 0.00 -2.47 0.25
C 0.189 -3.168 -1.727 1.01 0.52 -0.05 0.25
H -0.818 -0.343 2.414 0.21 0.15 -0.89 0.13
P -0.608 0.340 1.152 1.21 3.65 -1.30 0.25
H 3.434 2.214 -1.532 -2.11 -0.49 1.45 0.30
H 5.811 2.326 5.142 -0.16 -0.09 -0.12 0.36
C 4.804 2.280 4.718 0.13 0.20 0.03 -0.56
C -3.120 -1.542 -1.059 0.76 1.19 0.15 -0.64
C 2.616 -1.574 -1.576 -2.03 0.63 1.41 0.05
N 2.157 -3.933 -3.154 -3.58 2.19 3.02 -0.52
H 5.238 1.435 2.745 -0.19 0.01 0.22 0.37
H 5.107 0.247 4.068 -0.06 0.19 -0.02 0.40
C 1.735 -2.857 -2.176 -1.82 -1.83 -0.41 0.21
H 1.510 1.884 -1.377 2.13 0.44 1.24 0.29
H 1.999 3.413 1.140 0.39 0.01 -2.35 0.17
H -5.598 2.119 0.170 -2.36 -0.58 -1.07 0.22
S 0.796 -5.028 -3.402 0.35 4.02 3.12 0.17
O 4.302 -0.096 -2.784 3.15 -1.55 4.16 -0.14
H -6.106 -1.836 0.936 0.73 -0.07 -2.56 0.28
H 2.917 0.954 -3.593 1.07 -1.54 0.57 0.34
Br 4.505 4.038 3.928 -0.07 -0.11 0.07 -0.13
H -2.211 -3.521 -0.350 0.61 2.32 0.45 0.35
C 2.378 3.512 0.036 0.57 0.65 -0.44 -0.91
C -6.604 1.875 -0.424 0.89 -0.95 -0.53 -0.78
O -7.760 0.255 1.225 4.41 0.04 -7.60 -0.53
C -2.010 -2.369 -0.180 0.70 -0.82 -0.31 -0.98
O -0.059 1.816 1.286 -1.02 -4.32 -0.08 -0.56
F 4.277 0.583 0.289 -2.86 -0.01 -0.37 -0.36
C 2.816 0.784 0.154 -1.43 0.37 -0.54 1.69
C -5.743 -1.667 -0.185 0.61 0.47 1.60 -0.48
```
Positions in Å, forces in eV/Å.

Properties
M = 592.3 g mol⁻¹
DFT total energy = -7173.947508 Ha
E_HOMO = -8.55 eV



3.
Entry from OMol25: C8H10 in the gas phase in a non-equilibrium geometry (the ωB97M-V functional and the def2-TZVPD basis).

Geometry as XYZ:
```
18
Properties=species:S:1:pos:R:3:forces:R:3:mulliken_charge:R:1
H -0.759 -1.299 0.821 -0.15 -2.57 0.48 0.36
C 2.379 -0.048 0.549 3.43 -1.12 2.37 -0.48
C 1.080 0.161 0.030 -1.34 0.05 -0.94 0.58
H 2.316 -1.504 -1.221 -0.25 1.30 -0.96 0.29
H 0.082 1.040 1.715 -0.81 -0.25 -1.82 0.30
C 0.280 1.206 -0.594 0.72 1.90 0.40 -0.68
C -2.475 -0.260 0.240 0.38 -0.46 1.51 0.16
H 0.648 2.223 -0.734 0.01 -0.02 0.72 0.24
H 3.236 0.543 0.210 -0.37 -0.18 -0.49 0.23
H -4.589 -0.048 0.434 0.11 0.06 0.13 0.27
C -3.700 -0.166 -0.165 0.46 0.17 1.75 -0.78
C 1.765 -1.094 -0.386 -0.18 -1.14 1.15 -0.79
H 1.352 -2.001 0.051 0.06 0.17 0.75 0.18
C -1.261 -0.406 0.696 -1.22 1.07 -1.08 -0.67
H 2.689 -0.408 1.612 -1.38 0.78 -1.58 0.20
H -0.250 0.961 -1.463 -0.84 -0.81 -1.00 0.22
C -0.218 0.596 0.693 2.33 1.13 1.57 0.11
H -3.725 -0.138 -1.181 -0.94 -0.07 -2.96 0.26
```
Positions in Å, forces in eV/Å.

Properties
M = 106.2 g mol⁻¹
Energy relative to the best compared isomer or geometry (same formula, charge and spin) = 5.301 eV
DFT total energy = -310.640879 Ha
SMILES = C=C=C[C@@H]1CC12CC2
E_HOMO = -9.24 eV



4.
Entry from OMol25: 2 unconnected molecules or ions with the total composition C4H7O2P in a non-equilibrium geometry (the ωB97M-V functional and the def2-TZVPD basis).

Geometry as XYZ:
```
14
Properties=species:S:1:pos:R:3:forces:R:3:mulliken_charge:R:1
C -1.345 0.306 -0.156 1.44 -0.48 0.52 -0.58
H 1.129 -0.892 -1.563 0.13 -0.75 -1.84 0.07
C 0.007 0.940 -0.362 1.13 3.51 -3.80 0.02
C 0.258 -1.415 0.656 -1.18 1.09 -0.96 -0.45
P 1.261 -0.281 -0.386 -0.43 -1.51 1.41 0.41
O 0.383 1.828 0.642 -1.47 0.19 0.04 -0.44
C -1.054 -1.029 0.536 1.87 -0.26 0.99 -0.36
H -1.824 1.009 0.559 -0.83 -0.63 -1.04 0.33
H -1.739 -0.065 -1.106 -0.90 1.16 0.05 0.29
H 1.232 1.537 0.958 1.09 0.22 0.40 0.30
H 0.795 -2.266 1.059 -0.83 -0.28 0.25 0.43
O 2.620 0.124 0.004 0.45 0.32 0.33 -0.68
H -1.967 -1.510 0.889 0.53 -0.42 0.20 0.39
H 0.243 1.715 -1.731 -1.01 -2.15 3.46 0.26
```
Positions in Å, forces in eV/Å.

Properties
M = 118.1 g mol⁻¹
Energy relative to the best compared isomer or geometry (same formula, charge and spin) = 3.069 eV
DFT total energy = -648.349809 Ha
E_HOMO = -10.03 eV